Computed, not measured: 2 unconnected molecules or ions with the total composition H4OP2, with ωB97M-V/def2-TZVPD.

The HOMO energy (alpha / beta) is -10.09 / -9.93 eV. The energy relative to the best compared isomer or geometry (same formula, charge and spin) is 3.099 eV. The LUMO energy (alpha / beta) comes out at -0.073 / -0.063 hartree. For the largest force on an atom, the calculation gives 2.818 eV/A. As for the orbital gap (alpha / beta): 0.297 / 0.302 Eh. As for the multiplicity: 1.

Atoms and positions in Å:
O1 -1.34611 -0.14742 1.01020
P1 0.60440 -0.29552 -1.50439
P2 0.04424 -0.10608 0.60161
H1 -0.23121 1.73308 -0.67762
H2 -0.61697 -0.93793 -1.81947
H3 0.70340 0.81235 1.27555
H4 0.84226 -1.05847 1.11412

Mulliken population analysis, charges in e, atoms 1 to 6: O -0.5337; P -0.0284; P 0.2000; H 0.0871; H 0.1282; H 0.0982


Computed, not measured: a molecular structure, H4P4S, with ωB97M-V/def2-TZVPD.

The HOMO energy (alpha / beta) is -7.85 / -8.25 eV. The energy relative to the best compared isomer or geometry (same formula, charge and spin) is 4.397 eV. The LUMO energy (alpha / beta) comes out at -0.093 / -0.083 hartree. For the largest force on an atom, the calculation gives 2.880 eV/A. As for the orbital gap (alpha / beta): 0.195 / 0.221 Eh. As for the multiplicity: 1.

Atoms and positions in Å:
P1 -1.63729 -1.59279 0.40960
P2 -0.69274 1.80307 0.09385
P3 1.89889 -0.65318 -0.08707
P4 -0.25711 -0.32709 -0.53826
S1 -3.29624 0.81867 -0.03768
H1 0.67820 1.63485 0.26315
H2 -0.94673 1.28563 1.29927
H3 2.59771 -0.91325 -1.35844
H4 1.65530 -2.05592 -0.04441

Mulliken population analysis, charges in e, atoms 1 to 6: P 0.0665; P -0.0203; P -0.1268; P 0.1625; S -0.3844; H -0.0051


Computed, not measured: 2 unconnected molecules or ions with the total composition H4S3, with ωB97M-V/def2-TZVPD.

The SMILES is SS.S. The HOMO energy is -9.63 eV. The energy relative to the best compared isomer or geometry (same formula, charge and spin) is 0.243 eV. The LUMO energy comes out at 0.013 hartree. For the largest force on an atom, the calculation gives 1.591 eV/A. As for the orbital gap: 0.367 Eh. As for the multiplicity: 1.

Atoms and positions in Å:
S1 2.14128 -0.24900 0.00429
S2 2.24687 1.80685 -0.27769
H1 1.15712 -0.21830 1.01105
H2 1.31029 1.76454 -1.29817
S3 -2.06882 -0.57876 0.39406
H3 -3.21917 -1.23736 0.76625
H4 -1.56757 -1.28796 -0.59978

Mulliken population analysis, charges in e, atoms 1 to 6: S -0.2001; S -0.1695; H 0.1823; H 0.1802; S -0.2992; H 0.1494


Computed, not measured: 2 unconnected molecules or ions with the total composition H4S4, with ωB97M-V/def2-TZVPD.

The SMILES is SS.SS. The HOMO energy is -8.51 eV. The energy relative to the best compared isomer or geometry (same formula, charge and spin) is 0.439 eV. The LUMO energy comes out at 0.006 hartree. For the largest force on an atom, the calculation gives 0.306 eV/A. As for the orbital gap: 0.319 Eh. As for the multiplicity: 1.

Atoms and positions in Å:
S1 -0.21534 1.93739 -1.65211
S2 1.73052 2.06314 -0.89036
H1 0.05207 0.85763 -2.38545
H2 1.77125 3.40179 -0.89983
S3 -1.17726 -1.62231 2.35924
S4 -0.43665 -2.50942 0.60328
H3 -1.70710 -2.77629 2.78071
H4 -0.01749 -1.35193 0.08452

Mulliken population analysis, charges in e, atoms 1 to 6: S -0.1657; S -0.1570; H 0.1592; H 0.1604; S -0.1563; S -0.1415